(1)
{"formula": "C5H8N2", "method": "the ωB97M-V functional and the def2-TZVPD basis", "charge": 0, "spin_multiplicity": 1, "de_lowest_kj_mol": 335.00, "smiles": "C=C(C)N[C@@H]1C=N1", "orbital_gap_ev": 9.7, "largest_force_ev_per_a": 2.12, "species": ["C", "C", "C", "N", "C", "C", "N", "H", "H", "H", "H", "H", "H", "H", "H"], "positions_angstrom": [[-1.4367, 1.0865, -0.9204], [-0.7021, 0.1149, -0.4224], [-1.2385, -0.6505, 0.7434], [0.4419, -0.3562, -1.0883], [1.5664, -0.4517, -0.2628], [1.8817, 0.1351, 0.9975], [2.6818, 0.7999, 0.3157], [-2.3959, 1.3132, -0.4728], [-1.1070, 1.6038, -1.8087], [-1.2183, -1.7144, 0.5270], [-0.6413, -0.5331, 1.6358], [-2.2408, -0.4244, 1.1324], [0.6746, 0.1593, -1.9339], [2.1770, -1.2975, -0.4608], [1.5570, 0.2151, 2.0183]], "nbo_charge": [-0.451, 0.168, -0.656, -0.609, 0.019, -0.003, -0.286, 0.204, 0.191, 0.223, 0.209, 0.232, 0.393, 0.182, 0.184]}



(2)
{"formula": "C46H42AsBrMoN7O6S2", "method": "the ωB97M-V functional and the def2-TZVPD basis", "charge": 3, "spin_multiplicity": 1, "orbital_gap_ev": [6.2, 6.2], "largest_force_ev_per_a": 1.87, "species": ["Mo", "Br", "C", "C", "C", "C", "O", "C", "C", "N", "C", "C", "C", "C", "C", "C", "C", "C", "N", "C", "C", "H", "H", "H", "H", "H", "H", "H", "H", "H", "H", "S", "C", "N", "C", "C", "C", "N", "H", "H", "H", "H", "C", "C", "S", "O", "O", "C", "C", "N", "C", "N", "C", "C", "N", "O", "O", "C", "H", "H", "H", "H", "H", "H", "H", "H", "H", "H", "H", "H", "H", "O", "As", "C", "C", "C", "C", "C", "C", "C", "C", "C", "C", "C", "C", "C", "C", "C", "C", "C", "C", "H", "H", "H", "H", "H", "H", "H", "H", "H", "H", "H", "H", "H", "H", "H"], "positions_angstrom": [[-0.8942, -0.8618, -0.3561], [-8.0621, 1.4351, 0.5395], [-6.2707, 1.0406, 0.0583], [-5.5449, 1.9364, -0.7392], [-4.2193, 1.6976, -1.0376], [-3.5670, 0.5621, -0.5362], [-2.2690, 0.3764, -0.6650], [-4.3419, -0.4105, 0.1645], [-3.7954, -1.7035, 0.3885], [-2.5786, -2.0428, 0.0719], [-2.2556, -3.4063, -0.0050], [-2.8133, -4.4562, 0.6999], [-2.4517, -5.7709, 0.3855], [-1.5637, -6.0492, -0.6232], [-0.9361, -4.9997, -1.3305], [0.0100, -5.1790, -2.3627], [0.5205, -4.0643, -2.9905], [0.1655, -2.7850, -2.5550], [-0.6734, -2.5717, -1.5411], [-1.2692, -3.6680, -0.9815], [-5.6837, -0.1423, 0.4688], [-6.0399, 2.8155, -1.1242], [-3.6716, 2.3811, -1.6701], [-4.4924, -2.4692, 0.7241], [-3.4925, -4.2739, 1.5167], [-2.8961, -6.5770, 0.9458], [-1.3277, -7.0701, -0.8803], [0.3240, -6.1732, -2.6439], [1.2262, -4.1577, -3.7998], [0.5982, -1.9105, -3.0366], [-6.2546, -0.8757, 1.0178], [-0.1179, -2.3176, 1.6232], [1.3327, -1.8065, 2.3524], [1.7702, -0.5152, 2.2583], [2.9905, -0.1848, 2.7360], [3.7786, -1.1399, 3.3257], [3.2102, -2.4217, 3.4886], [2.0274, -2.7170, 3.0128], [1.1495, 0.1816, 1.7955], [3.2834, 0.8518, 2.6426], [4.7647, -0.9088, 3.6934], [3.7231, -3.2156, 4.0148], [4.5294, -2.2667, -6.0796], [4.2726, -0.8341, -5.6714], [3.7133, -0.7648, -3.9455], [4.1985, -1.8664, -3.1554], [2.2720, -0.5811, -3.8650], [4.4367, 0.7884, -3.2484], [4.3783, 0.7831, -1.7211], [3.2865, -0.0352, -1.2154], [1.9734, 0.2548, -1.2576], [1.2353, -0.7647, -0.8062], [2.1146, -1.7787, -0.5411], [3.3841, -1.3375, -0.7858], [4.5781, -2.1025, -0.5485], [4.3842, -3.2654, -0.3189], [5.6298, -1.5163, -0.5143], [1.4153, 1.5024, -1.8086], [4.8728, -2.3035, -7.1114], [3.6188, -2.8545, -6.0034], [5.2896, -2.7118, -5.4419], [3.4828, -0.3692, -6.2558], [5.1790, -0.2346, -5.7122], [3.8681, 1.5977, -3.6975], [5.4711, 0.8403, -3.5744], [4.2588, 1.8013, -1.3367], [5.3029, 0.3556, -1.3224], [1.8312, -2.7641, -0.2120], [1.9837, 2.3804, -1.5057], [0.3746, 1.5936, -1.4911], [1.4443, 1.4167, -2.8973], [-0.1644, 0.8454, 0.7611], [-1.0748, 2.0638, 1.5372], [-1.8604, 3.4815, 0.4601], [-2.5913, 4.4013, 1.2100], [-3.1789, 5.4846, 0.5788], [-3.0075, 5.6715, -0.7843], [-2.2344, 4.7863, -1.5186], [-1.6719, 3.6782, -0.9002], [-2.3764, 1.1833, 2.6651], [-3.7271, 1.5050, 2.6425], [-4.5887, 0.8621, 3.5174], [-4.1061, -0.0954, 4.3978], [-2.7593, -0.4277, 4.4036], [-1.8920, 0.2171, 3.5403], [0.4215, 2.8873, 2.4819], [0.7885, 2.6808, 3.8055], [1.9946, 3.2024, 4.2560], [2.8311, 3.8930, 3.3917], [2.4467, 4.1227, 2.0778], [1.2421, 3.6186, 1.6245], [-2.6853, 4.2586, 2.2844], [-3.7590, 6.1874, 1.1553], [-3.4718, 6.5126, -1.2742], [-2.0697, 4.9652, -2.5708], [-1.1044, 2.9637, -1.4872], [-4.0971, 2.2524, 1.9481], [-5.6378, 1.1158, 3.5101], [-4.7742, -0.5702, 5.0993], [-2.3786, -1.1781, 5.0801], [-0.8264, -0.0091, 3.5513], [0.1286, 2.1520, 4.4848], [2.2694, 3.0870, 5.2925], [3.7717, 4.2804, 3.7482], [3.0700, 4.7143, 1.4240], [0.8976, 3.8118, 0.6090]], "lowdin_charge": [1.634, 0.833, -0.656, -0.054, 0.021, -0.288, -0.254, -0.130, 0.023, -0.085, -0.306, 0.019, -0.017, 0.028, -0.120, 0.070, 0.011, -0.075, -0.082, -0.199, -0.060, 0.124, 0.115, 0.155, 0.128, 0.128, 0.135, 0.142, 0.125, 0.104, 0.128, 0.828, -0.731, 0.106, -0.020, 0.018, -0.039, 0.100, 0.088, 0.134, 0.126, 0.139, -0.101, -0.259, 0.731, -0.281, -0.337, -0.155, -0.103, 0.050, -0.316, -0.056, -0.082, -0.152, -0.351, 0.145, 0.121, 0.028, 0.098, 0.082, 0.085, 0.111, 0.106, 0.107, 0.114, 0.141, 0.124, 0.113, 0.102, 0.044, 0.097, -0.639, 1.327, -0.314, -0.093, -0.034, -0.033, -0.053, -0.121, -0.293, -0.098, -0.048, -0.033, -0.045, -0.120, -0.290, -0.083, -0.059, -0.053, -0.056, -0.107, 0.117, 0.124, 0.124, 0.122, 0.091, 0.103, 0.121, 0.123, 0.121, 0.082, 0.109, 0.120, 0.120, 0.117, 0.099]}



(3)
{"formula": "C6H12FN", "method": "the ωB97M-V functional and the def2-TZVPD basis", "charge": 0, "spin_multiplicity": 1, "de_lowest_kj_mol": 229.44, "smiles": "CC1(C)N[C@]1(C)CF", "orbital_gap_ev": 9.9, "largest_force_ev_per_a": 3.80, "species": ["C", "C", "C", "N", "C", "C", "C", "F", "H", "H", "H", "H", "H", "H", "H", "H", "H", "H", "H", "H"], "positions_angstrom": [[0.0291, 1.7880, 1.0290], [0.3033, 0.7847, -0.1072], [0.0943, 1.3696, -1.4350], [1.3926, -0.1411, 0.1939], [0.0586, -0.7302, 0.1402], [-0.5868, -1.2860, 1.4354], [-0.2465, -1.6600, -0.9776], [0.6286, -1.3825, -2.0322], [0.3509, 1.5875, 2.1417], [0.4924, 2.7204, 0.5959], [-1.0970, 1.8293, 1.1836], [0.7903, 2.2468, -1.4083], [-1.0100, 1.4670, -1.6639], [0.4361, 0.6027, -2.0692], [2.0372, -0.4316, -0.6447], [-0.1595, -0.7119, 2.3539], [-0.4240, -2.4360, 1.6957], [-1.7257, -1.1674, 1.4648], [-1.3454, -1.6602, -1.3120], [-0.0186, -2.7890, -0.5839]], "nbo_charge": [-0.626, 0.112, -0.649, -0.607, 0.015, -0.640, 0.040, -0.378, 0.230, 0.212, 0.213, 0.216, 0.225, 0.239, 0.371, 0.236, 0.218, 0.217, 0.184, 0.172]}



(4)
{"formula": "C10H13Cl5GaNO2S3", "method": "the ωB97M-V functional and the def2-TZVPD basis", "charge": 2, "spin_multiplicity": 1, "de_lowest_kj_mol": 0.00, "orbital_gap_ev": 9.3, "largest_force_ev_per_a": 0.64, "species": ["Ga", "C", "C", "S", "C", "C", "S", "C", "C", "S", "H", "H", "H", "H", "H", "H", "H", "H", "H", "H", "H", "H", "Cl", "C", "Cl", "C", "O", "O", "H", "Cl", "C", "Cl", "Cl", "C", "N"], "positions_angstrom": [[-0.7986, -0.0646, -0.0563], [2.2143, 0.8140, 0.8880], [2.4031, -0.2846, -0.1592], [1.1356, -0.4931, -1.4495], [1.2796, 0.9961, -2.4816], [0.7978, 2.3092, -1.8718], [-0.8945, 2.1239, -1.2496], [-0.8918, 3.0962, 0.2764], [0.0979, 2.7017, 1.3851], [0.5414, 0.9316, 1.6303], [2.4737, 1.7957, 0.5021], [2.8922, 0.6015, 1.7145], [2.4509, -1.2625, 0.3145], [3.3511, -0.1323, -0.6773], [0.7079, 0.7516, -3.3789], [2.3260, 1.0616, -2.7828], [0.8004, 3.0756, -2.6463], [1.4513, 2.6471, -1.0720], [-1.9188, 3.0220, 0.6278], [-0.7029, 4.1361, 0.0075], [-0.3128, 3.0122, 2.3451], [1.0567, 3.2059, 1.2721], [-2.3667, -2.1450, 1.9000], [-3.3442, -1.5104, 0.6057], [-2.4634, -1.6821, -1.0059], [-3.4999, -0.0009, 0.8301], [-4.5460, 0.4943, 1.0896], [-2.3451, 0.6444, 0.7101], [-4.2776, -2.0557, 0.5148], [-0.9442, -5.6736, 1.2889], [0.4206, -5.0459, 0.3578], [1.9630, -5.5215, 1.0774], [0.3213, -5.5313, -1.3342], [0.3427, -3.5808, 0.4001], [0.2788, -2.4364, 0.4276]], "nbo_charge": [1.219, -0.534, -0.548, 0.389, -0.555, -0.554, 0.374, -0.549, -0.522, 0.350, 0.241, 0.282, 0.274, 0.278, 0.271, 0.277, 0.282, 0.228, 0.292, 0.275, 0.287, 0.249, 0.122, -0.284, 0.094, 0.744, -0.463, -0.914, 0.293, 0.126, -0.251, 0.130, 0.126, 0.404, -0.432]}



(5)
{"formula": "C5H9IS", "method": "the ωB97M-V functional and the def2-TZVPD basis", "charge": 0, "spin_multiplicity": 3, "de_lowest_kj_mol": 7.69, "orbital_gap_ev": [6.8, 8.1], "s2": 2.011, "largest_force_ev_per_a": 2.02, "species": ["C", "C", "C", "C", "C", "S", "I", "H", "H", "H", "H", "H", "H", "H", "H", "H"], "positions_angstrom": [[1.7580, -0.3230, -0.0406], [1.1703, 0.1509, -1.3862], [0.9505, 0.1306, 1.1096], [-1.2311, 0.2349, -0.2390], [-2.3662, -0.4219, 0.4610], [-0.4874, -0.5537, -1.5805], [1.1952, 2.1143, 1.7802], [1.8098, -1.4141, -0.0464], [2.7780, 0.0727, -0.0068], [1.0938, 1.2382, -1.4034], [1.7689, -0.1907, -2.2290], [0.7108, -0.5532, 1.9037], [-1.1750, 1.3130, -0.2460], [-2.0104, -1.1517, 1.1891], [-2.9944, -0.9632, -0.2475], [-2.9706, 0.3168, 0.9818]], "nbo_charge": [-0.538, -0.520, -0.228, -0.350, -0.676, 0.273, 0.119, 0.228, 0.220, 0.218, 0.231, 0.182, 0.190, 0.212, 0.218, 0.222]}



(6)
{"formula": "C2H7N3", "method": "the ωB97M-V functional and the def2-TZVPD basis", "charge": 0, "spin_multiplicity": 1, "de_lowest_kj_mol": 432.55, "smiles": "[H]/N=C\\NNC", "orbital_gap_ev": 10.2, "largest_force_ev_per_a": 7.60, "species": ["H", "N", "C", "N", "N", "C", "H", "H", "H", "H", "H", "H"], "positions_angstrom": [[1.1799, 1.5659, 0.8943], [0.2586, 1.7597, 1.2577], [-0.6136, 0.9485, 0.9743], [-0.7288, -0.4245, 0.8529], [0.6428, -0.6673, 0.1861], [0.3950, -0.5418, -1.2302], [-1.6014, 1.2293, 1.4934], [-1.3943, -0.5471, -0.2142], [0.7658, -1.7275, 0.4354], [1.2538, -1.2407, -1.6503], [-0.5019, -0.8591, -1.5073], [0.3440, 0.5046, -1.4919]], "nbo_charge": [0.344, -0.631, 0.231, -0.425, -0.484, -0.420, 0.132, 0.323, 0.355, 0.215, 0.155, 0.204]}